Record 1
{
  "formula": "C23H23ClF6N4ORh",
  "method": "the ωB97M-V functional and the def2-TZVPD basis",
  "e_homo_ev": -11.4,
  "multiplicity": 1,
  "total_charge": 1,
  "max_force_ev_per_a": 2.78,
  "homo_lumo_gap_ev": 8.499,
  "elements": ["Rh", "C", "N", "C", "C", "C", "C", "C", "C", "N", "C", "C", "C", "C", "C", "C", "N", "C", "C", "C", "C", "C", "N", "H", "H", "H", "H", "H", "H", "H", "H", "H", "H", "H", "H", "H", "H", "H", "H", "H", "H", "Cl", "C", "H", "H", "C", "C", "O", "C", "F", "F", "F", "C", "F", "F", "F", "H", "H", "H"],
  "coordinates": [[0.22, 0.20, -0.44], [-1.61, -0.52, 1.88], [-0.15, -0.41, 1.74], [0.48, 0.57, 2.64], [0.32, 1.99, 2.16], [0.56, 3.05, 3.02], [0.45, 4.34, 2.54], [0.07, 4.54, 1.22], [-0.15, 3.43, 0.43], [-0.02, 2.17, 0.88], [0.57, -1.68, 1.78], [0.15, -2.53, 0.60], [0.01, -3.90, 0.68], [-0.37, -4.61, -0.45], [-0.63, -3.91, -1.62], [-0.48, -2.54, -1.63], [-0.08, -1.85, -0.55], [-2.42, -0.11, 0.65], [-3.80, -0.15, 0.72], [-4.55, 0.29, -0.35], [-3.90, 0.79, -1.47], [-2.53, 0.79, -1.48], [-1.79, 0.33, -0.45], [-1.94, 0.10, 2.72], [-1.89, -1.54, 2.14], [1.54, 0.35, 2.67], [0.08, 0.48, 3.66], [0.84, 2.86, 4.05], [0.64, 5.18, 3.19], [-0.04, 5.53, 0.80], [-0.44, 3.53, -0.61], [0.44, -2.22, 2.72], [1.63, -1.44, 1.65], [0.21, -4.40, 1.62], [-0.47, -5.68, -0.41], [-0.94, -4.42, -2.52], [-0.68, -1.97, -2.52], [-4.28, -0.52, 1.62], [-5.64, 0.27, -0.31], [-4.45, 1.17, -2.33], [-1.97, 1.17, -2.33], [0.49, 2.00, -2.58], [0.42, 0.23, -2.39], [1.37, -0.20, -2.69], [-0.45, -0.11, -2.92], [3.36, 2.18, -0.24], [3.34, 0.66, -0.16], [2.11, 0.10, 0.14], [3.92, 0.07, -1.47], [3.34, 0.65, -2.54], [3.71, -1.25, -1.58], [5.24, 0.29, -1.59], [4.22, 0.22, 1.03], [5.47, 0.70, 0.97], [3.69, 0.69, 2.19], [4.29, -1.11, 1.15], [2.71, 2.51, -1.05], [4.36, 2.57, -0.42], [2.99, 2.59, 0.70]]
}

Record 2
{
  "formula": "C6H8N4O",
  "method": "the ωB97M-V functional and the def2-TZVPD basis",
  "e_homo_ev": -8.5,
  "multiplicity": 1,
  "max_force_ev_per_a": 5.39,
  "e_above_lowest_kcal_mol": 127.2,
  "homo_lumo_gap_ev": 9.284,
  "elements": ["C", "C", "C", "C", "C", "C", "N", "N", "N", "N", "O", "H", "H", "H", "H", "H", "H", "H", "H"],
  "coordinates": [[0.73, 0.11, 0.07], [0.30, -1.19, 0.08], [0.00, 1.29, 0.21], [-1.29, 1.12, 0.38], [-1.18, -1.43, 0.21], [-1.87, -0.21, 0.77], [1.30, -2.05, -0.12], [2.45, -1.36, -0.22], [2.15, -0.11, -0.03], [4.43, 0.74, 0.51], [3.09, 0.85, -0.06], [0.31, 2.32, -0.03], [-1.95, 1.95, 0.46], [-1.58, -1.68, -0.83], [-1.40, -2.31, 0.72], [-1.95, -0.12, 1.83], [-2.86, -0.10, 0.33], [5.02, 0.12, 0.09], [4.20, 0.42, 1.43]]
}